[1]
Formula: C36H86F6N4O8P
Source: the Open Molecules 2025 dataset
Level of theory: wB97M-V/def2-TZVPD

Each line ends with the Mulliken charge.
Atoms and positions in Å:
C  -5.771  -4.288  1.425  -1.365
C  -5.800  -5.651  0.746  -0.449
N  -4.728  -5.845  -0.368  0.151
C  -3.304  -5.591  0.195  -1.042
C  -4.719  -7.314  -0.877  -0.263
C  -4.632  -8.404  0.169  -1.293
C  -4.962  -4.885  -1.526  -0.770
C  -6.287  -5.156  -2.371  -0.793
O  -7.518  -5.139  -1.752  -0.319
C  -8.583  -5.603  -2.587  -0.781
H  -6.537  -4.347  2.198  0.421
H  -6.079  -3.463  0.783  0.350
H  -4.827  -4.038  1.909  0.358
H  -6.705  -6.046  0.283  0.532
H  -5.445  -6.316  1.533  0.388
H  -3.263  -4.595  0.637  0.408
H  -2.595  -5.768  -0.613  0.409
H  -3.156  -6.332  0.980  0.397
H  -3.955  -7.367  -1.653  0.460
H  -5.663  -7.493  -1.393  0.251
H  -5.533  -8.450  0.781  0.331
H  -3.725  -8.303  0.766  0.315
H  -4.359  -9.385  -0.220  0.414
H  -4.025  -4.857  -2.082  0.486
H  -4.927  -3.858  -1.162  0.499
H  -6.071  -5.999  -3.028  0.485
H  -6.225  -4.361  -3.115  0.501
H  -8.509  -6.690  -2.562  0.334
H  -8.619  -5.196  -3.597  0.334
H  -9.498  -5.343  -2.055  0.249
C  -4.700  5.283  4.799  -1.314
C  -4.119  5.332  3.335  -0.304
N  -3.468  6.768  2.937  -0.033
C  -4.420  8.012  3.186  -0.922
C  -2.208  7.070  3.785  -0.334
C  -1.245  5.900  3.761  -1.229
C  -3.067  6.726  1.405  -0.485
C  -4.102  6.267  0.404  -0.862
O  -5.317  6.999  0.524  -0.277
C  -6.350  6.627  -0.341  -0.867
H  -5.243  4.350  4.952  0.415
H  -5.463  6.036  4.999  0.350
H  -4.011  5.303  5.643  0.324
H  -4.989  5.230  2.686  0.317
H  -3.400  4.550  3.090  0.488
H  -5.280  7.898  2.526  0.267
H  -3.875  8.944  3.036  0.377
H  -4.647  7.923  4.248  0.456
H  -2.500  7.270  4.816  0.396
H  -1.906  8.034  3.376  0.474
H  -0.289  6.155  4.218  0.427
H  -0.974  5.435  2.813  0.345
H  -1.552  5.154  4.494  0.324
H  -2.216  6.045  1.410  0.296
H  -2.674  7.710  1.147  0.390
H  -4.255  5.192  0.313  0.465
H  -3.704  6.386  -0.604  0.557
H  -6.239  6.890  -1.393  0.305
H  -7.271  7.061  0.049  0.286
H  -6.546  5.555  -0.366  0.367
C  4.580  -2.416  4.035  -1.117
C  4.456  -3.275  5.299  -0.574
N  4.419  -2.565  6.702  -0.035
C  5.764  -1.885  6.886  -1.197
C  3.254  -1.444  6.654  -0.408
C  1.828  -1.938  6.388  -1.201
C  4.224  -3.562  7.834  -0.604
C  5.548  -4.407  8.175  -0.774
O  6.045  -5.306  7.166  -0.335
C  5.306  -6.527  7.128  -0.704
H  3.706  -1.771  3.939  0.293
H  4.790  -3.084  3.200  0.371
H  5.377  -1.703  4.244  0.318
H  5.184  -4.086  5.328  0.492
H  3.434  -3.654  5.336  0.467
H  6.610  -2.505  6.588  0.432
H  5.774  -1.530  7.916  0.416
H  5.859  -1.041  6.202  0.497
H  3.575  -0.770  5.860  0.454
H  3.458  -1.008  7.632  0.521
H  1.190  -1.062  6.504  0.415
H  1.430  -2.724  7.029  0.323
H  1.677  -2.273  5.362  0.323
H  3.287  -4.082  7.635  0.456
H  3.857  -2.955  8.663  0.469
H  5.273  -4.829  9.142  0.456
H  6.468  -3.848  8.347  0.380
H  4.402  -6.293  6.566  0.260
H  4.968  -6.915  8.089  0.330
H  5.850  -7.306  6.595  0.276
C  -0.649  -1.117  -9.284  -1.130
C  0.163  -1.447  -8.002  -0.508
N  1.607  -0.838  -7.962  -0.110
C  2.354  -1.530  -9.122  -1.035
C  1.642  0.627  -8.385  -0.336
C  0.648  1.511  -7.626  -1.272
C  2.279  -1.121  -6.589  -0.593
C  3.697  -0.664  -6.451  -0.583
O  4.226  -1.477  -5.411  -0.349
C  5.637  -1.257  -5.114  -0.772
H  -1.520  -1.772  -9.307  0.396
H  -0.018  -1.181  -10.170  0.287
H  -1.039  -0.103  -9.376  0.321
H  0.345  -2.509  -7.838  0.534
H  -0.409  -1.141  -7.127  0.470
H  2.256  -2.609  -9.006  0.380
H  3.419  -1.306  -9.186  0.345
H  1.895  -1.184  -10.048  0.506
H  1.407  0.777  -9.439  0.403
H  2.661  0.970  -8.210  0.496
H  -0.358  1.107  -7.509  0.253
H  0.543  2.550  -7.938  0.409
H  0.949  1.594  -6.582  0.387
H  2.173  -2.206  -6.578  0.332
H  1.591  -0.705  -5.853  0.474
H  3.818  0.380  -6.164  0.472
H  4.362  -0.721  -7.312  0.298
H  5.948  -2.083  -4.475  0.261
H  5.845  -0.294  -4.646  0.322
H  6.298  -1.325  -5.978  0.339
P  5.584  7.401  -6.701  1.145
F  4.603  6.970  -7.951  -0.359
F  6.471  8.322  -7.719  -0.343
F  4.497  8.617  -6.373  -0.369
F  6.437  8.025  -5.402  -0.365
F  4.725  6.466  -5.672  -0.357
F  6.585  6.112  -6.882  -0.352
C  1.225  1.805  -1.455  -0.721
C  -0.151  1.175  -1.147  0.520
O  -0.929  1.154  -2.097  -0.724
O  -0.420  0.781  -0.035  -0.730
H  2.048  1.097  -1.360  0.194
H  1.288  2.500  -0.618  0.214
H  1.363  2.360  -2.383  0.249
C  6.548  5.170  3.589  -0.806
C  6.438  5.441  5.080  0.532
O  6.010  4.498  5.769  -0.716
O  6.548  6.647  5.454  -0.729
H  6.778  4.130  3.354  0.263
H  7.366  5.686  3.087  0.275
H  5.671  5.463  3.011  0.181

Output
E_HOMO	-5.910	eV
gap between HOMO and LUMO	3.4	eV
lowest unoccupied orbital energy	-2.54	eV
energy	-86646.7390	eV
total charge	+1

=====

[2]
Formula: C46H41AsN4O7PbS4
Source: the Open Molecules 2025 dataset
Level of theory: wB97M-V/def2-TZVPD

Each line ends with the natural charge from an NBO analysis.
Atoms and positions in Å:
Pb  0.398  0.219  0.643  1.280
S  0.916  -0.184  3.149  -0.454
C  -0.358  -1.147  3.917  -0.138
C  -0.301  -1.170  5.314  -0.239
C  -1.204  -1.893  6.059  -0.173
C  -2.194  -2.628  5.423  -0.265
C  -2.249  -2.628  4.044  -0.134
C  -1.353  -1.891  3.270  -0.418
As  -1.556  -1.941  1.318  0.918
C  -3.435  -1.440  1.140  -0.347
C  -4.195  -0.849  2.138  -0.231
C  -5.486  -0.417  1.874  -0.199
C  -6.031  -0.573  0.613  -0.206
C  -5.296  -1.200  -0.381  -0.228
C  -4.011  -1.629  -0.114  -0.150
C  -1.826  -3.914  1.230  -0.320
C  -3.069  -4.517  1.073  -0.179
C  -3.192  -5.898  1.061  -0.221
C  -2.071  -6.698  1.205  -0.218
C  -0.826  -6.111  1.362  -0.195
C  -0.708  -4.732  1.369  -0.231
H  0.481  -0.605  5.795  0.225
H  -1.139  -1.887  7.136  0.213
H  -2.906  -3.204  5.996  0.214
H  -3.004  -3.221  3.538  0.205
H  -3.785  -0.728  3.137  0.222
H  -6.068  0.044  2.659  0.215
H  -7.028  -0.215  0.403  0.216
H  -5.727  -1.349  -1.361  0.215
H  -3.421  -2.106  -0.889  0.210
H  -3.955  -3.905  0.964  0.219
H  -4.169  -6.348  0.953  0.216
H  -2.171  -7.773  1.212  0.218
H  0.049  -6.734  1.489  0.218
H  0.267  -4.272  1.501  0.206
N  2.065  -1.842  0.731  -0.904
C  3.317  -2.141  0.109  0.122
C  4.160  -3.086  0.687  -0.172
C  5.366  -3.419  0.104  -0.215
C  5.743  -2.799  -1.077  -0.210
C  4.926  -1.837  -1.639  -0.182
C  3.704  -1.494  -1.063  -0.063
C  2.914  -0.424  -1.710  -0.101
C  3.466  0.853  -1.787  -0.186
C  2.832  1.864  -2.485  -0.179
C  1.647  1.606  -3.154  -0.207
C  1.062  0.357  -3.069  -0.139
C  1.686  -0.641  -2.338  -0.104
H  1.360  -2.506  0.416  0.389
H  2.143  -1.919  1.748  0.417
H  3.851  -3.564  1.605  0.204
H  6.003  -4.159  0.564  0.217
H  6.674  -3.064  -1.551  0.218
H  5.225  -1.345  -2.552  0.222
H  4.402  1.045  -1.282  0.224
H  3.278  2.845  -2.524  0.222
H  1.170  2.379  -3.735  0.223
H  0.134  0.153  -3.574  0.228
C  -3.352  1.590  -2.653  -0.253
O  -3.360  1.912  -1.267  -0.514
C  -2.565  1.194  -0.477  0.954
O  -1.951  0.203  -0.829  -0.703
N  -2.734  1.580  0.826  -0.488
N  -1.744  1.206  1.767  -0.732
H  -4.272  2.011  -3.055  0.195
H  -3.330  0.509  -2.800  0.200
H  -2.479  2.042  -3.128  0.194
H  -3.031  2.547  0.906  0.400
H  -2.195  0.796  2.586  0.383
H  -1.239  2.078  2.034  0.435
O  -1.551  -1.833  -6.422  -0.913
S  -0.580  -2.761  -5.926  2.277
O  0.294  -3.392  -6.866  -0.904
N  0.328  -2.033  -4.712  -0.680
C  0.090  -2.592  -3.591  0.120
S  0.874  -2.215  -2.104  0.331
C  -0.897  -3.678  -3.550  -0.055
C  -1.390  -4.350  -2.440  -0.197
C  -2.352  -5.327  -2.648  -0.188
C  -2.794  -5.631  -3.928  -0.184
C  -2.312  -4.939  -5.038  -0.185
C  -1.372  -3.960  -4.823  -0.291
H  -1.047  -4.104  -1.444  0.236
H  -2.767  -5.844  -1.796  0.228
H  -3.534  -6.406  -4.065  0.223
H  -2.672  -5.158  -6.030  0.237
C  0.458  9.114  -1.212  -0.628
C  0.480  7.641  -0.939  -0.005
C  -0.505  6.817  -1.475  -0.207
C  -0.539  5.471  -1.164  -0.210
C  0.424  4.940  -0.330  -0.252
C  1.428  5.730  0.192  -0.205
C  1.458  7.080  -0.126  -0.206
S  0.129  3.296  0.288  2.383
O  -0.620  3.558  1.520  -1.007
O  1.396  2.588  0.542  -1.012
O  -0.674  2.586  -0.711  -1.015
H  -0.002  9.319  -2.174  0.217
H  1.463  9.527  -1.201  0.217
H  -0.122  9.629  -0.446  0.224
H  -1.255  7.242  -2.125  0.210
H  -1.308  4.813  -1.541  0.237
H  2.160  5.282  0.846  0.234
H  2.238  7.713  0.274  0.211

Output
E_HOMO	-7.788	eV
gap between HOMO and LUMO	7.2	eV
lowest unoccupied orbital energy	-0.56	eV
energy	-178088.7043	eV
total charge	0

=====

[3]
Formula: C5H11NO
Source: the Open Molecules 2025 dataset
Level of theory: wB97M-V/def2-TZVPD

Each line ends with the natural charge from an NBO analysis.
Atoms and positions in Å:
C  -0.939  -1.416  -0.564  -0.620
C  -0.630  0.072  -0.409  -0.056
C  -1.539  0.724  0.637  -0.617
N  0.792  0.323  -0.148  -0.440
C  1.555  -0.476  0.787  -0.405
C  1.387  1.364  -0.794  0.537
O  0.844  2.107  -1.589  -0.621
H  -0.864  -1.952  0.389  0.202
H  -1.967  -1.533  -0.925  0.221
H  -0.271  -1.892  -1.289  0.216
H  -0.811  0.571  -1.364  0.236
H  -1.239  1.760  0.822  0.223
H  -2.572  0.735  0.271  0.216
H  -1.530  0.178  1.588  0.199
H  1.120  -0.460  1.794  0.197
H  1.645  -1.518  0.459  0.197
H  2.565  -0.059  0.854  0.212
H  2.455  1.472  -0.520  0.105

Output
ΔE to the lowest compared entry with this formula, charge and spin	10.6	kcal/mol
E_HOMO	-9.302	eV
gap between HOMO and LUMO	10.2	eV
lowest unoccupied orbital energy	0.87	eV
SMILES string	CC(C)N(C)C=O
energy	-8901.2363	eV
total charge	0